{"formula": "C16H34AlB2BeBr3ClF8MgNO8Si", "method": "ωB97M-V with the def2-TZVPD basis set", "species": ["H", "Si", "O", "O", "H", "C", "C", "Al", "B", "C", "H", "Br", "C", "H", "H", "F", "H", "H", "F", "H", "Be", "F", "H", "H", "H", "Cl", "H", "H", "H", "C", "F", "C", "N", "H", "H", "C", "C", "H", "H", "H", "H", "Mg", "H", "H", "H", "C", "O", "H", "H", "O", "H", "H", "H", "H", "C", "C", "C", "H", "B", "H", "C", "Br", "F", "F", "O", "H", "O", "F", "O", "Br", "C", "C", "H", "C", "O", "F", "H"], "positions_angstrom": [[-5.4237, 0.9835, -1.2037], [0.0011, -0.1401, 1.1250], [-7.8588, 3.3319, -1.2166], [5.9343, 1.7286, 0.1474], [-3.0812, 0.0495, 0.1006], [7.0171, 0.9660, 0.2824], [3.6377, -1.2563, 2.8940], [-0.0080, 1.3381, -1.6694], [1.2271, -1.0114, 2.5037], [-1.7764, -0.2709, 1.7844], [-6.4110, 2.7249, -2.4515], [1.4856, 0.4914, -4.2749], [-4.1012, -1.1930, 1.5059], [3.7975, 1.5959, 1.2463], [-4.6941, -0.3100, 1.7536], [8.9928, -2.0589, -1.6259], [6.1894, -0.7551, -0.8129], [1.8124, -2.6655, 0.4334], [9.8934, -0.0411, -0.5356], [2.9173, -1.2513, 0.2112], [1.4143, -4.5353, 2.1534], [-9.4806, 3.5374, 1.9615], [7.5751, 1.0905, 1.2328], [1.8444, 2.8917, -0.2109], [4.3982, -2.0413, 2.9313], [9.3249, -2.5537, -3.2045], [3.4073, -0.9970, 3.9293], [0.4602, -1.5739, -5.1878], [-7.1573, 0.7720, -0.9590], [0.4506, -1.1454, -4.1936], [-7.6173, 2.4606, 1.8413], [-4.6890, -1.7772, -2.7014], [2.4184, -1.7580, 2.2402], [-5.8049, 3.5341, -1.0217], [-3.8484, -1.6828, 2.4522], [6.6483, -0.5400, 0.1539], [-8.6417, 2.9162, 1.1236], [4.0313, -0.3813, 2.3688], [0.0384, -0.7964, -0.2241], [2.5024, 1.7549, 2.4551], [2.1592, 1.1400, -0.2842], [-4.6546, -4.1936, -2.6401], [-4.6804, -1.8809, 0.8935], [0.7553, 0.0192, 4.1279], [-9.2170, 4.3810, -0.2591], [-2.8303, -0.7584, 0.7972], [-4.0843, -2.5318, -3.6114], [-0.3121, 2.2308, 0.2449], [3.1411, 3.1776, 1.6330], [-5.6937, -2.4340, -2.1033], [7.5501, -1.1538, 0.2509], [-2.0784, 0.6988, 2.1918], [-6.1625, 1.4850, 0.3141], [-1.2249, -3.6884, -4.2505], [2.8774, 2.1284, 1.4965], [-8.2054, 3.9586, -0.0128], [2.6622, -2.1142, 0.8421], [7.7985, 1.1188, -0.5004], [10.3661, -1.2377, -0.9692], [3.5146, -2.8029, 0.7912], [0.3989, 1.7074, 0.9158], [1.2494, -2.4197, -2.9991], [11.2544, -1.1189, -1.9939], [10.7816, -2.0547, 0.0277], [-4.3342, -0.6395, -2.4208], [-1.7384, -0.9961, 2.6045], [-7.3817, 4.8065, 0.5031], [-9.2856, 1.8723, 0.5959], [-1.8546, -4.2264, -4.7409], [-1.3623, -0.7404, -3.7395], [-6.3141, 1.4340, -0.7639], [-6.5413, 2.8061, -1.3715], [5.9589, -0.8459, 0.9413], [1.8395, 1.9642, 0.3724], [0.8149, -0.8954, 3.8260], [-2.3078, -1.8471, 0.0741], [0.3154, 2.2198, 1.8791]], "atomic_forces_ev_per_a": [[-0.1, -0.1, -0.1], [-0.8, -0.2, 0.5], [-0.4, -0.5, 0.5], [0.1, 0.2, -0.1], [0.1, -0.4, -0.4], [-0.1, -0.7, 0.6], [-0.2, -0.6, 0.6], [-0.3, -0.4, -0.8], [0.2, -0.5, 0.3], [0.3, -0.4, -0.2], [-0.1, 0.1, 0.0], [0.4, 0.0, -0.2], [0.3, -0.1, 0.3], [0.0, 0.2, 0.1], [-0.1, -0.1, -0.1], [0.1, -0.2, -0.9], [0.0, 0.1, 0.0], [0.0, 0.3, -0.1], [-0.7, -0.7, -0.5], [-0.1, 0.0, 0.0], [-0.1, -0.2, 0.2], [0.1, 0.0, 0.0], [-0.1, 0.2, -0.1], [0.1, -0.2, -0.2], [0.0, 0.1, -0.1], [-0.5, -0.2, 0.2], [0.0, 0.1, -0.1], [0.0, 0.0, 0.0], [0.0, 0.0, -0.1], [-0.1, 0.0, -0.1], [0.0, 0.0, 0.0], [-0.2, -0.9, -0.3], [-0.2, 1.0, -0.9], [-0.1, 0.0, 0.1], [0.0, -0.1, -0.1], [0.3, -0.4, -0.2], [-0.3, -0.2, 0.1], [0.1, -0.1, 0.0], [0.2, 0.3, -0.2], [0.0, -0.1, -0.1], [0.1, 0.1, -0.1], [0.1, 3.3, -1.2], [-0.1, 0.2, -0.2], [-0.5, -0.2, 0.1], [0.0, 0.1, 0.1], [-0.3, 0.4, 0.3], [0.3, -0.8, 0.5], [-0.2, 0.0, 0.7], [-0.1, -0.1, 0.0], [0.6, -1.3, 0.6], [0.0, 0.1, 0.1], [-0.1, -0.1, 0.1], [-0.1, 0.0, 0.0], [0.0, 0.0, 0.2], [0.1, -0.3, 0.0], [0.6, 0.4, -0.6], [0.5, -0.2, 0.1], [-0.3, 0.2, -0.2], [2.8, 1.8, 1.7], [-0.1, 0.1, 0.0], [0.7, 0.3, -0.3], [0.0, 0.1, 0.0], [-0.8, -0.4, 0.0], [-0.8, -0.3, -0.6], [0.0, 0.3, 0.0], [0.0, 0.2, 0.1], [-0.2, -0.1, 0.1], [0.1, 0.1, 0.0], [-0.4, -0.4, 0.3], [-0.4, -0.2, 0.3], [0.0, 0.1, 0.3], [0.5, 0.1, -0.4], [0.0, 0.2, 0.0], [-0.2, 0.2, 0.4], [0.7, 0.6, 0.0], [0.0, 0.1, 0.1], [-0.2, 0.0, -0.1]], "homo_ev": -7.0, "energy_ha": -11063.95117, "de_lowest_ev": 0.000, "gap_ev": 1.058}



{"formula": "C16H34BeP2", "method": "ωB97M-V with the def2-TZVPD basis set", "species": ["H", "Be", "C", "C", "C", "H", "H", "C", "H", "H", "H", "H", "C", "P", "H", "H", "H", "C", "P", "C", "H", "H", "H", "H", "C", "H", "H", "C", "H", "H", "C", "H", "H", "H", "H", "C", "C", "C", "H", "H", "H", "H", "H", "H", "C", "H", "H", "C", "H", "H", "H", "H", "C"], "positions_angstrom": [[-4.7379, -1.8004, 1.1588], [-1.7495, 1.6801, -3.4179], [-1.1298, -3.2086, -0.3202], [-0.8430, 2.8738, -4.2246], [-2.3566, -3.8599, 2.3434], [-3.3735, -0.9928, -0.6296], [-1.9625, 0.7267, -1.1588], [-3.9433, -2.5095, 0.8544], [-3.4911, -3.8874, -3.4879], [-6.0348, -1.3331, -3.5050], [-5.1283, 1.8380, -3.2134], [-0.2131, -5.0730, 0.1759], [-1.2429, -4.6762, 0.1956], [-4.7198, -2.4337, -1.9378], [-0.7525, 1.9601, -1.5073], [-0.3202, 2.4019, -5.0687], [-0.0562, 3.1905, -3.5206], [-6.2758, -2.9808, -1.1810], [-3.2478, 0.8735, -4.4218], [-1.8208, -4.8238, 1.5814], [-5.1987, -0.1580, -2.4542], [-4.3916, -3.5014, 0.8177], [-0.8286, -2.5036, 0.4763], [-6.8823, -3.4830, -1.9524], [-4.3105, -4.0002, -2.7642], [-3.8205, 1.3706, -6.7630], [-2.0625, -2.5410, -2.1452], [-5.0549, -1.0596, -3.0633], [-5.2041, -4.3859, -3.2841], [-1.8048, -5.2791, -0.5425], [-2.2598, -2.7140, -1.0868], [-2.0697, -1.7860, 1.6228], [-2.1200, 1.7256, -6.3689], [-4.0271, -4.7382, -1.9934], [-6.8495, -2.1432, -0.7722], [-4.0512, -0.7910, -4.2196], [-1.2447, 1.0605, -1.9246], [-2.8488, -2.4865, 1.9365], [-3.9722, 3.0805, -3.7536], [-5.1079, 2.3836, -4.9323], [-2.6104, 0.0395, -6.6272], [-0.2716, -3.2232, -1.0181], [-1.3352, 3.7801, -4.6071], [-4.5970, -0.9827, -5.1680], [-3.4836, -2.1044, -0.5746], [-6.0748, -3.7188, -0.3878], [-3.3398, -2.0633, 2.8284], [-2.9365, 1.0076, -6.2229], [-0.5035, 0.2679, -2.1000], [-3.2011, -1.4970, -4.1510], [-1.7223, -5.8581, 1.9581], [-2.5179, -4.0573, 3.4121], [-4.4959, 2.1601, -4.0492]], "atomic_forces_ev_per_a": [[0.2, -0.3, -0.1], [1.6, -0.1, 1.2], [1.0, -0.4, 0.0], [0.1, 0.4, -0.3], [0.2, -0.4, 0.2], [-0.8, 0.3, 0.5], [0.2, -0.2, -0.2], [-0.6, 0.5, -0.7], [-0.2, -0.2, 0.4], [0.4, 0.4, 0.2], [0.1, 0.2, -0.2], [-0.3, -0.2, 0.4], [0.1, 0.7, 0.0], [0.5, -1.6, 1.5], [0.2, -0.6, 0.1], [0.0, 0.1, -0.1], [-0.2, 0.0, -0.2], [-0.8, 0.2, -0.4], [-1.2, -0.3, -0.9], [0.3, -0.2, -0.1], [-0.1, -0.3, 0.1], [0.1, -0.1, 0.1], [0.4, -0.6, 0.1], [0.1, 0.3, 0.3], [0.0, 0.0, -0.7], [0.2, -0.3, 0.0], [0.0, 0.2, -0.1], [-0.5, 0.3, -0.7], [0.2, 0.3, 0.0], [0.1, 0.3, 0.2], [-0.9, -0.8, -1.4], [-0.1, -0.1, 0.3], [-0.2, -0.2, 0.1], [0.1, 0.6, -0.2], [0.1, -0.2, 0.1], [-0.1, -0.5, -0.4], [-0.3, 0.6, 0.7], [-0.3, 0.3, 0.2], [-0.1, -0.3, -0.1], [0.0, -0.1, 0.3], [-0.1, 0.2, 0.1], [-0.2, 0.1, 0.3], [0.1, -0.1, 0.0], [0.5, 0.0, 0.5], [1.0, 0.8, -0.1], [0.1, 0.4, -0.3], [0.4, 0.0, -0.2], [-0.2, 0.0, -0.1], [-0.1, 0.1, 0.2], [-0.3, 0.3, -0.2], [0.0, 0.7, 0.3], [-0.2, -0.3, -0.5], [-0.3, 0.1, -0.2]], "homo_ev": -4.5, "energy_ha": -1327.29405, "de_lowest_ev": 0.932, "gap_ev": 4.577}



{"formula": "C16H34Br2ClF9O7PS2", "method": "ωB97M-V with the def2-TZVPD basis set", "species": ["C", "C", "H", "C", "H", "C", "H", "H", "H", "F", "H", "C", "H", "F", "H", "H", "F", "H", "O", "F", "C", "H", "H", "H", "F", "H", "H", "C", "H", "Br", "F", "C", "H", "H", "C", "C", "H", "H", "O", "F", "H", "O", "H", "P", "O", "S", "H", "H", "C", "H", "O", "H", "H", "C", "O", "H", "O", "C", "Br", "C", "H", "H", "C", "C", "H", "H", "H", "F", "H", "S", "Cl", "F"], "positions_angstrom": [[-1.0170, 3.5517, -3.5070], [1.6111, 0.0829, -0.2760], [5.4548, 2.6572, 0.3486], [-2.6333, 6.2414, -1.0104], [-6.1330, 0.0653, 0.3942], [-2.1389, 3.5400, -2.4831], [3.4139, 1.2620, 0.1507], [3.5561, 0.5640, 2.6782], [1.9990, 0.1885, -1.3173], [1.4529, -4.7688, 0.2392], [-1.0230, -0.5861, 1.1106], [-0.3526, -4.4372, 1.8881], [0.8734, -1.8711, -0.9178], [0.1212, -8.2781, 2.4476], [-3.3936, 5.8107, -0.3488], [1.2548, 4.8466, -3.6566], [1.9074, -3.8805, 2.1999], [-3.0059, 4.1091, -2.8219], [-3.1497, 6.4171, -2.3238], [2.8802, -6.1720, 2.6407], [-0.8647, -3.2853, 0.9570], [0.6217, 0.6235, -0.2368], [-0.3869, -4.1088, 2.9558], [-4.6193, -0.9174, 2.2783], [2.3068, -7.4721, 0.1548], [-4.8074, 7.5436, -1.8084], [2.2047, -2.0513, 0.2671], [-1.4137, 5.3363, -1.0256], [-1.3018, 2.9363, -4.3696], [-4.3252, -3.1889, 1.2960], [0.8696, -6.2898, 3.4532], [1.3066, -1.4323, 0.0292], [-2.3484, 7.2314, -0.6328], [-2.4688, 2.5051, -2.3599], [-4.5465, 6.6175, -2.3327], [0.5306, 5.0560, -4.4512], [-4.8705, 6.6937, -3.3707], [-0.1077, 3.1403, -3.0542], [5.0175, 2.9441, 1.1580], [-0.0271, -7.1572, 0.4754], [-5.0616, 5.7664, -1.8735], [4.5971, -2.3280, 2.1901], [2.0590, 1.6518, 1.2375], [-0.0581, -1.6159, 1.3213], [-1.7278, 3.9567, -1.1832], [4.6078, -1.1317, 1.3586], [-5.7971, -1.4125, -0.5295], [5.7169, 2.9259, 1.8206], [1.1352, -4.8669, 1.5786], [2.3901, -0.7633, 2.3941], [6.0056, -0.3876, 1.7661], [0.7251, 4.4132, -5.3163], [0.6416, 6.0981, -4.7504], [2.5937, 0.7912, 0.7462], [-0.7887, 4.8728, -3.9813], [-0.9328, 5.4114, -0.0465], [4.6283, -1.3856, -0.0787], [-5.4374, -0.7636, 0.2655], [-3.7858, 0.0501, -0.3665], [3.1489, -0.1270, 1.8852], [-0.6772, 5.6603, -1.7622], [-6.1763, -1.7334, 2.0342], [1.5703, -6.2190, 2.2608], [-5.2221, -1.4826, 1.5714], [-0.8444, -3.5596, -0.1296], [6.4051, -0.9302, 2.5124], [-1.9570, -3.1384, 1.2079], [0.9195, -9.2129, 0.5454], [-1.0588, -5.2975, 1.7889], [1.2186, -7.7994, 1.3028], [6.3532, -2.9405, 3.2087], [2.3621, -8.5692, 2.2036]], "atomic_forces_ev_per_a": [[-0.3, 0.3, -0.2], [-0.3, -0.1, 0.5], [0.0, -0.1, 0.1], [0.2, 0.1, -0.4], [0.0, -0.1, 0.1], [0.1, -0.2, 0.1], [-0.5, -0.5, 0.8], [-0.3, -0.8, -0.7], [-0.2, -0.2, 0.8], [-0.4, -0.8, 1.3], [0.1, -0.6, -1.0], [-0.1, -0.3, -0.5], [0.5, 0.4, 0.8], [0.9, 0.4, -1.3], [0.0, 0.0, 0.0], [0.1, -0.1, -0.1], [-0.5, -1.4, -0.6], [0.1, 0.1, -0.2], [-0.2, -0.2, 0.0], [-1.6, -0.3, -1.3], [-0.8, 0.4, -0.1], [0.9, -0.4, -0.2], [0.2, -0.3, -0.9], [0.0, 0.0, -0.1], [-1.2, 0.1, 1.1], [-0.1, 0.0, 0.0], [-0.7, 0.6, 0.1], [0.0, -0.1, 0.2], [0.0, -0.2, 0.1], [-0.5, 0.1, 0.1], [0.7, 0.1, -1.5], [-1.1, 0.2, -1.4], [0.0, 0.0, 0.2], [0.1, 0.0, 0.1], [0.3, 0.0, -0.1], [-0.2, 0.0, 0.0], [0.1, 0.0, 0.0], [0.0, 0.0, 0.0], [0.1, 0.2, 0.0], [1.4, -0.1, 0.4], [-0.1, 0.1, 0.1], [-4.8, 3.1, -3.3], [0.5, -0.8, -0.4], [1.2, -0.7, 1.1], [-0.1, 0.1, -0.1], [0.7, -3.8, 1.0], [0.0, 0.0, 0.1], [-0.1, -0.1, 0.0], [-0.3, 2.4, 0.4], [0.8, 0.0, -0.7], [-1.8, 0.7, -0.7], [0.2, 0.0, 0.0], [-0.1, 0.0, 0.0], [-0.5, 0.1, -0.2], [0.2, 0.1, 0.2], [-0.1, -0.1, 0.0], [-0.2, 1.6, 0.7], [0.1, 0.3, 0.0], [-0.1, -0.1, -0.1], [1.0, 2.2, 0.0], [-0.2, 0.1, -0.1], [0.0, 0.0, -0.1], [0.9, 1.3, 2.1], [-0.2, -0.3, 0.0], [0.2, 0.1, 0.9], [-0.3, -0.9, 0.0], [1.5, -0.2, -0.2], [0.4, 1.4, 0.6], [0.7, 0.5, 0.0], [-0.3, -3.0, 0.7], [4.9, -1.2, 2.9], [-1.0, 0.7, -1.2]], "charge": -1, "homo_ev": -2.4, "energy_ha": -8801.28142, "de_lowest_ev": 2.135, "gap_ev": 3.969}